Entry from OMol25: an isolated ion of composition C28H34NO3 and charge +1 (wB97M-V/def2-TZVPD).

Properties
HOMO in eV: -11.31
LUMO in eV: -1.9

```
! wB97M-V def2-TZVPD RIJCOSX def2/J DEFGRID3
* xyz 1 1
C 1.32 -5.83 1.81
C 2.36 -4.76 2.15
C 1.93 -3.43 1.61
C 2.27 -3.03 0.32
C 1.83 -1.82 -0.19
C 1.02 -0.98 0.56
C 0.59 0.34 -0.07
O 0.34 0.05 -1.45
C 1.69 1.38 0.14
C 2.37 1.39 1.35
C 3.33 2.34 1.64
C 3.64 3.31 0.70
C 2.97 3.33 -0.51
C 2.00 2.38 -0.81
O 1.32 2.38 -2.00
C 1.59 3.38 -2.96
C -0.72 0.92 0.56
C -1.92 -0.05 0.50
N -1.99 -0.83 -0.77
C -1.77 -2.29 -0.60
C -3.00 -2.96 0.02
O -4.14 -2.74 -0.77
C -4.41 -1.37 -0.88
C -3.24 -0.63 -1.54
C -1.02 2.29 -0.01
C -1.52 2.48 -1.29
C -1.75 3.76 -1.78
C -1.46 4.86 -1.00
C -0.94 4.68 0.27
C -0.73 3.41 0.76
C 0.70 -1.36 1.86
C 1.14 -2.57 2.37
H 1.64 -6.79 2.20
H 0.36 -5.58 2.25
H 1.20 -5.91 0.73
H 2.48 -4.70 3.23
H 3.32 -5.04 1.71
H 2.90 -3.67 -0.28
H 2.11 -1.53 -1.19
H 0.58 0.85 -1.96
H 2.14 0.64 2.08
H 3.84 2.31 2.59
H 4.39 4.06 0.91
H 3.22 4.09 -1.23
H 0.92 3.17 -3.79
H 2.62 3.34 -3.30
H 1.37 4.38 -2.56
H -0.51 1.08 1.62
H -2.84 0.53 0.62
H -1.85 -0.76 1.32
H -1.14 -0.48 -1.32
H -0.88 -2.45 0.01
H -1.60 -2.72 -1.59
H -2.85 -4.04 0.06
H -3.17 -2.60 1.05
H -5.30 -1.28 -1.51
H -4.63 -0.94 0.11
H -3.47 0.43 -1.62
H -3.09 -1.04 -2.55
H -1.73 1.64 -1.94
H -2.14 3.88 -2.78
H -1.63 5.86 -1.38
H -0.71 5.54 0.89
H -0.32 3.28 1.75
H 0.11 -0.72 2.50
H 0.88 -2.85 3.38
*
```

=====

Entry from OMol25: an isolated ion of composition C2H10N4S and charge +2 in a non-equilibrium geometry (wB97M-V/def2-TZVPD).

Properties
Energy above the lowest of the compared OMol25 structures with the same formula, charge and spin in kJ/mol: 256.6
HOMO in eV: -18.64
LUMO in eV: -9.3

```
! wB97M-V def2-TZVPD RIJCOSX def2/J DEFGRID3
* xyz 2 1
C -1.14 0.57 -0.04
C 0.62 -0.76 0.96
N -0.68 1.78 -0.09
N -0.01 -0.58 -0.37
N 0.61 2.32 -0.24
N -0.70 -1.69 -0.84
S -2.73 0.06 0.09
H 0.66 -0.36 -1.11
H 1.32 -1.58 0.98
H 1.34 0.07 1.16
H -0.11 -0.94 1.68
H -1.37 2.59 -0.16
H 0.68 3.12 0.39
H -0.95 -1.65 -1.87
H -0.14 -2.50 -0.66
H 1.35 1.69 0.08
H -2.44 -1.30 -0.06
*
```

=====

Entry from OMol25: C57H112AsBeF17O31 as an isolated structure in a non-equilibrium geometry (wB97M-V/def2-TZVPD).

Properties
HOMO in eV: -6.12
LUMO in eV: -4.1

```
! wB97M-V def2-TZVPD RIJCOSX def2/J DEFGRID3
* xyz 0 1
Be -3.02 2.34 -2.83
As 1.79 0.02 0.97
F 0.07 0.01 0.94
F 1.87 1.00 -0.42
F 3.53 0.07 1.01
F 1.89 -0.90 2.47
F 1.80 -1.45 0.08
F 1.67 1.51 1.93
C -7.85 2.50 3.83
C -8.35 2.27 2.42
C -7.49 2.58 1.25
O -3.79 3.60 -3.00
H -7.73 3.61 4.06
H -6.80 2.17 3.71
H -8.26 1.93 4.66
H -9.43 2.09 2.33
H -8.04 3.36 0.73
H -7.45 1.85 0.42
H -6.40 2.92 1.43
C 4.10 3.83 1.18
C 4.89 2.92 0.23
O 5.86 2.24 1.12
C 6.96 2.85 1.38
O 7.24 3.98 1.02
C 8.01 2.01 2.03
F 9.05 1.86 1.09
F 8.57 2.61 3.06
F 7.60 0.78 2.28
H 3.44 4.46 0.58
H 4.83 4.46 1.67
H 3.57 3.23 1.95
H 5.38 3.60 -0.45
H 4.32 2.18 -0.27
C 4.34 -3.56 6.11
C 3.66 -2.48 5.17
O 4.04 -1.09 5.40
C 5.16 -0.69 4.89
O 5.98 -1.37 4.35
C 5.29 0.87 4.90
F 6.61 1.13 4.96
F 4.88 1.46 3.74
F 4.69 1.49 5.90
H 4.39 -4.44 5.51
H 3.82 -3.77 7.02
H 5.33 -3.28 6.37
H 2.62 -2.44 5.30
H 4.00 -2.65 4.16
C -2.34 -5.23 -5.08
C -1.24 -4.46 -4.43
O -1.21 -4.62 -3.02
C -1.78 -3.65 -2.37
O -2.47 -2.75 -2.80
C -1.40 -3.95 -0.83
F -1.94 -5.11 -0.47
F -0.09 -4.07 -0.76
F -1.90 -2.99 0.00
H -2.19 -6.34 -5.13
H -2.60 -4.85 -6.03
H -3.20 -4.99 -4.44
H -1.27 -3.40 -4.68
H -0.23 -4.81 -4.85
C 1.98 -0.11 -8.25
C 1.49 0.26 -6.77
O 0.84 -0.90 -6.29
C 0.74 -1.81 -7.31
O 0.19 -2.86 -7.30
O 1.35 -1.38 -8.42
F 0.55 1.34 -6.82
H 3.01 -0.24 -8.17
H 1.70 0.70 -8.93
H 2.26 0.61 -6.05
C 0.24 -3.14 2.61
C 1.43 -4.12 2.51
O 0.88 -5.33 2.08
C -0.52 -5.28 2.29
O -1.26 -6.18 2.08
O -0.88 -4.07 2.74
F 2.01 -4.38 3.76
H 0.18 -2.64 1.62
H 0.21 -2.43 3.46
H 2.23 -3.82 1.92
C -6.46 4.46 6.98
O -5.09 4.66 6.98
C -4.37 3.96 6.04
C -3.01 4.64 5.81
O -2.24 4.81 6.93
C -1.57 3.75 7.55
C -0.08 4.08 7.56
O 0.53 3.77 6.27
C 1.79 4.42 6.22
H -6.88 5.00 7.85
H -6.71 3.41 7.06
H -6.90 4.89 6.04
H -4.85 3.77 5.09
H -4.30 2.94 6.36
H -3.08 5.66 5.39
H -2.44 4.03 5.10
H -1.66 2.73 7.05
H -1.84 3.62 8.59
H 0.39 3.46 8.32
H 0.08 5.15 7.88
H 2.25 4.44 7.19
H 1.72 5.42 5.84
H 2.45 3.87 5.61
C 3.22 -6.12 -0.05
O 3.66 -4.90 0.36
C 4.74 -4.40 -0.44
C 5.13 -3.05 0.05
O 6.06 -2.46 -0.87
C 6.24 -1.10 -0.53
C 7.59 -0.50 -0.96
O 7.76 -0.31 -2.37
C 8.89 0.49 -2.75
H 2.25 -6.37 0.44
H 4.04 -6.85 0.02
H 2.98 -6.12 -1.10
H 4.44 -4.38 -1.53
H 5.58 -5.09 -0.38
H 5.50 -3.07 1.05
H 4.21 -2.44 0.09
H 6.22 -1.01 0.53
H 5.40 -0.51 -0.98
H 8.30 -1.27 -0.68
H 7.76 0.41 -0.34
H 9.18 0.12 -3.73
H 9.71 0.23 -2.11
H 8.79 1.60 -2.75
C -5.81 -4.81 0.81
O -5.72 -3.37 0.88
C -6.03 -2.88 2.16
C -6.08 -1.40 2.10
O -4.78 -0.78 2.15
C -4.36 -0.63 3.51
C -3.16 0.35 3.50
O -2.13 -0.36 4.07
C -0.88 0.35 4.41
H -6.68 -5.21 1.36
H -4.90 -5.34 1.19
H -5.87 -5.13 -0.24
H -5.42 -3.28 3.04
H -7.02 -3.23 2.47
H -6.60 -1.14 3.01
H -6.70 -1.14 1.22
H -4.03 -1.56 3.89
H -5.21 -0.35 4.10
H -3.51 1.26 4.02
H -2.97 0.52 2.38
H -0.99 0.72 5.49
H -0.61 1.23 3.83
H -0.14 -0.39 4.39
C -4.02 0.71 -4.95
O -2.98 1.13 -4.03
C -1.63 0.66 -4.31
C -0.80 1.18 -3.17
O -1.30 2.49 -2.73
C -0.35 3.68 -2.53
C 0.36 3.60 -1.16
O -0.45 4.14 -0.19
C 0.10 3.97 1.15
H -4.98 0.64 -4.42
H -3.77 -0.31 -5.29
H -4.13 1.45 -5.76
H -1.32 1.05 -5.30
H -1.55 -0.42 -4.32
H 0.29 1.18 -3.54
H -0.82 0.54 -2.26
H -0.96 4.58 -2.70
H 0.35 3.67 -3.35
H 1.28 4.18 -1.25
H 0.62 2.54 -0.99
H -0.15 2.97 1.61
H -0.35 4.81 1.74
H 1.20 3.93 1.09
C -5.14 -2.80 -4.88
O -5.93 -1.62 -5.03
C -6.92 -1.46 -3.97
C -6.44 -1.49 -2.50
O -5.65 -0.38 -2.17
C -5.03 -0.35 -0.93
C -3.57 0.03 -1.30
O -3.33 1.47 -1.44
C -3.41 2.18 -0.22
H -5.08 -3.39 -5.81
H -5.52 -3.48 -4.05
H -4.06 -2.63 -4.65
H -7.75 -2.21 -4.05
H -7.41 -0.51 -4.14
H -5.88 -2.41 -2.19
H -7.34 -1.49 -1.81
H -5.09 -1.30 -0.33
H -5.35 0.51 -0.29
H -3.27 -0.43 -2.25
H -2.89 -0.33 -0.50
H -4.26 1.90 0.42
H -3.29 3.22 -0.45
H -2.58 1.75 0.41
C 1.84 -2.62 -3.05
O 2.59 -1.64 -3.80
C 3.55 -1.00 -2.95
C 4.47 -0.24 -3.84
O 3.81 0.80 -4.59
C 4.79 1.67 -5.15
C 4.05 2.68 -6.00
O 3.89 2.28 -7.34
C 3.41 3.37 -8.07
H 0.79 -2.75 -3.36
H 1.87 -2.28 -2.00
H 2.37 -3.57 -3.14
H 4.17 -1.71 -2.41
H 3.23 -0.31 -2.17
H 4.98 -0.86 -4.52
H 5.21 0.32 -3.26
H 5.49 1.08 -5.74
H 5.37 2.18 -4.36
H 4.57 3.65 -6.00
H 3.00 2.83 -5.59
H 4.24 4.07 -8.29
H 2.64 3.85 -7.45
H 3.00 3.03 -9.05
*
```